The following is a DFT calculation (the ωB97M-V functional and the def2-TZVPD basis) of a cluster of 11 separate species, C42H92BrClN11O6 in total in a non-equilibrium geometry.

Values from the calculation:
2S+1: 1
HOMO level: -0.396 Eh
charge: +5
lowest unoccupied orbital energy: -10.0 eV
gap between HOMO and LUMO: 0.81 eV
E_tot: -156218.266 eV

Positions of all 153 atoms, in Å:
1 C 8.84 5.15 16.99
2 C 9.29 5.19 18.47
3 N 10.68 5.64 18.57
4 C 11.76 4.87 18.21
5 C 12.91 5.60 18.41
6 N 12.48 6.78 18.92
7 C 11.13 6.83 18.98
8 C 13.34 7.95 19.17
9 H 9.30 4.34 16.41
10 H 8.93 6.17 16.51
11 H 7.77 4.91 16.93
12 H 9.36 4.20 18.86
13 H 8.65 5.85 19.09
14 H 11.55 3.91 17.77
15 H 13.91 5.26 18.19
16 H 10.49 7.60 19.48
17 H 12.93 8.88 18.79
18 H 14.20 7.72 18.55
19 H 13.58 8.08 20.22
20 C 24.07 9.07 3.99
21 C 23.11 10.05 3.31
22 N 22.91 11.18 4.23
23 C 21.76 12.00 4.22
24 C 22.15 13.12 4.81
25 N 23.41 13.01 5.29
26 C 23.86 11.82 4.93
27 C 24.03 13.94 6.32
28 H 25.14 9.47 4.16
29 H 24.14 8.14 3.41
30 H 23.66 8.84 4.96
31 H 22.12 9.66 3.10
32 H 23.56 10.45 2.38
33 H 20.83 11.82 3.67
34 H 21.55 14.04 4.87
35 H 24.85 11.37 5.20
36 H 23.66 13.71 7.29
37 H 23.77 14.96 5.94
38 H 25.12 13.92 6.37
39 C 11.83 8.86 9.44
40 C 13.29 8.55 9.20
41 N 13.81 7.94 10.43
42 C 14.32 8.62 11.48
43 C 14.77 7.73 12.39
44 N 14.73 6.51 11.79
45 C 14.07 6.66 10.62
46 C 15.35 5.29 12.34
47 H 11.65 9.55 10.26
48 H 11.26 7.95 9.60
49 H 11.43 9.33 8.51
50 H 13.88 9.43 9.09
51 H 13.46 7.94 8.35
52 H 14.23 9.69 11.66
53 H 15.27 7.90 13.39
54 H 13.86 5.88 9.94
55 H 15.11 4.45 11.70
56 H 14.92 5.12 13.31
57 H 16.43 5.45 12.28
58 C 19.78 15.39 15.31
59 C 18.37 15.23 15.89
60 N 17.21 16.09 15.33
61 C 17.36 17.39 15.55
62 C 16.19 17.98 15.29
63 N 15.38 17.03 14.72
64 C 15.94 15.81 14.84
65 C 14.14 17.64 14.17
66 H 20.25 16.32 15.71
67 H 19.71 15.41 14.23
68 H 20.51 14.65 15.63
69 H 18.52 15.42 16.91
70 H 14.18 11.70 15.98
71 H 18.30 17.83 15.94
72 H 16.04 19.04 15.21
73 H 15.50 14.84 14.54
74 H 13.73 17.09 13.30
75 H 14.52 18.64 13.74
76 H 13.45 17.83 14.95
77 C 26.32 5.87 28.05
78 O 26.53 5.75 26.62
79 C 25.32 5.58 25.85
80 C 25.89 5.11 24.52
81 N 26.94 6.01 23.92
82 H 26.60 6.97 23.89
83 H 27.81 5.97 24.50
84 C 27.24 5.64 22.46
85 C 26.09 5.99 21.53
86 O 25.67 7.29 21.94
87 C 24.55 7.87 21.32
88 H 25.65 6.67 28.31
89 H 27.26 6.07 28.56
90 H 26.01 4.89 28.45
91 H 24.73 6.51 25.88
92 H 24.68 4.76 26.27
93 H 25.07 5.05 23.86
94 H 26.31 4.12 24.63
95 H 27.41 4.61 22.48
96 H 28.15 6.14 22.32
97 H 25.23 5.30 21.52
98 H 26.55 6.12 20.52
99 H 24.75 8.03 20.24
100 H 24.25 8.68 21.97
101 H 23.73 7.17 21.41
102 C 23.25 7.83 14.59
103 O 22.10 8.43 15.21
104 C 21.18 9.23 14.40
105 C 19.85 8.67 14.54
106 N 19.46 8.47 15.96
107 H 18.47 8.20 15.93
108 H 20.13 7.85 16.33
109 C 19.43 9.58 16.96
110 C 19.02 9.05 18.29
111 O 19.93 8.04 18.74
112 C 19.68 7.67 20.08
113 H 22.99 7.03 13.86
114 H 23.89 7.52 15.45
115 H 23.79 8.51 13.96
116 H 21.40 9.37 13.32
117 H 21.25 10.20 14.92
118 H 19.74 7.66 14.08
119 H 19.09 9.37 14.23
120 H 18.67 10.33 16.69
121 H 20.41 10.04 17.08
122 H 18.02 8.60 18.18
123 H 18.95 9.88 19.06
124 H 20.01 8.52 20.71
125 H 20.32 6.78 20.17
126 H 18.62 7.48 20.16
127 C 32.11 17.86 12.90
128 O 32.84 16.99 13.45
129 C 33.29 17.45 14.76
130 C 33.11 16.38 15.78
131 N 34.27 15.37 15.99
132 H 34.06 14.49 15.44
133 H 35.15 15.83 15.78
134 C 34.59 14.86 17.44
135 C 35.19 13.38 17.32
136 O 34.31 12.28 17.05
137 C 35.09 10.93 16.93
138 H 32.11 18.85 13.47
139 H 11.17 11.87 25.76
140 H 31.81 17.55 11.87
141 H 32.69 18.34 14.97
142 H 34.36 17.77 14.75
143 H 32.23 15.81 15.53
144 H 33.05 16.91 16.71
145 H 33.78 15.20 18.09
146 H 35.43 15.50 17.75
147 H 35.72 13.03 18.18
148 H 35.83 13.39 16.41
149 H 34.36 10.14 17.11
150 H 27.96 11.39 22.53
151 H 36.18 11.13 17.05
152 Cl 17.77 13.47 15.74
153 Br 16.39 8.44 15.70

The following is a DFT calculation (the ωB97M-V functional and the def2-TZVPD basis) of a cluster of 15 separate species, C42H93N15O12 in total in a non-equilibrium geometry.

Values from the calculation:
2S+1: 1
HOMO level: -0.331 Eh
lowest unoccupied orbital energy: 0.2 eV
energy above the lowest of the compared OMol25 structures with the same formula, charge and spin: 0.00 kJ/mol
gap between HOMO and LUMO: 9.24 eV
E_tot: -91987.288 eV

Positions of all 162 atoms, in Å:
1 C -4.10 -2.97 2.80
2 C -5.44 -2.58 3.50
3 O -5.55 -1.75 4.40
4 N -6.43 -3.38 3.07
5 C -7.75 -3.13 3.58
6 H -4.12 -3.99 2.40
7 H -3.23 -2.83 3.47
8 H -3.95 -2.24 1.98
9 H -6.31 -4.05 2.32
10 H -7.69 -2.32 4.27
11 H -8.16 -4.09 4.08
12 H -8.52 -2.85 2.92
13 C -5.77 1.46 -0.02
14 C -5.20 2.75 -0.57
15 O -4.83 3.65 0.18
16 N -5.05 2.94 -1.91
17 C -4.39 4.11 -2.43
18 H -6.82 1.56 0.04
19 H -5.38 1.49 0.99
20 H -5.37 0.58 -0.57
21 H -5.23 2.12 -2.49
22 H -4.35 4.12 -3.52
23 H -3.41 4.30 -2.03
24 H -4.93 4.98 -2.09
25 C -2.33 -5.67 -1.52
26 C -1.10 -6.65 -1.45
27 O -0.96 -7.52 -0.59
28 N -0.17 -6.52 -2.42
29 C 1.08 -7.26 -2.34
30 H -3.34 -6.01 -1.24
31 H -2.39 -5.24 -2.55
32 H -2.09 -4.82 -0.90
33 H -0.09 -5.75 -3.09
34 H 1.56 -7.07 -1.34
35 H 1.73 -6.82 -3.12
36 H 0.96 -8.34 -2.45
37 C -2.61 0.44 -2.21
38 C -3.81 -0.38 -2.43
39 O -4.83 -0.04 -3.03
40 N -3.74 -1.58 -1.79
41 C -4.84 -2.52 -1.99
42 H -2.32 0.93 -3.14
43 H -1.77 -0.18 -1.89
44 H -2.73 1.24 -1.45
45 H -2.92 -1.74 -1.25
46 H -5.03 -3.00 -1.07
47 H -4.46 -3.31 -2.68
48 H -5.72 -2.05 -2.40
49 C -0.76 -2.52 1.32
50 C -0.55 -2.83 -0.08
51 O -1.35 -2.36 -0.91
52 N 0.46 -3.69 -0.47
53 C 1.34 -4.47 0.38
54 H -1.46 -3.26 1.73
55 H -1.19 -1.52 1.44
56 H 0.25 -2.71 1.76
57 H 0.62 -3.77 -1.48
58 H 0.82 -4.75 1.31
59 H 2.22 -3.84 0.61
60 H 1.65 -5.40 -0.17
61 C -1.57 2.11 7.51
62 C -1.67 2.30 6.00
63 O -0.80 2.84 5.39
64 N -2.64 1.60 5.42
65 C -3.50 0.74 6.28
66 H -2.42 2.17 8.10
67 H -0.79 2.78 7.92
68 H -1.15 1.12 7.62
69 H -2.72 1.67 4.38
70 H -2.99 -0.07 6.87
71 H -4.18 0.21 5.63
72 H -4.12 1.26 7.06
73 C 1.41 1.68 3.41
74 C 2.71 2.06 4.14
75 O 3.77 1.55 3.91
76 N 2.58 3.04 5.05
77 C 3.75 3.50 5.77
78 H 1.59 0.97 2.56
79 H 0.81 2.56 3.15
80 H 0.76 1.22 4.13
81 H 1.68 3.45 5.20
82 H 4.47 3.94 5.11
83 H 4.17 2.67 6.37
84 H 3.38 4.13 6.58
85 C 1.22 8.15 -0.37
86 C 1.69 6.71 -0.63
87 O 2.01 6.33 -1.76
88 N 1.82 5.93 0.43
89 C 2.51 4.65 0.43
90 H 0.49 8.37 -1.09
91 H 2.07 8.87 -0.43
92 H 0.77 8.16 0.61
93 H 1.54 6.33 1.34
94 H 2.57 4.37 1.46
95 H 3.41 4.70 -0.09
96 H 1.92 3.90 -0.15
97 C 5.07 -2.56 -1.28
98 C 4.76 -3.70 -2.28
99 O 4.63 -3.48 -3.48
100 N 4.53 -4.93 -1.79
101 C 4.82 -5.51 -0.48
102 H 5.77 -2.88 -0.48
103 H 4.13 -2.22 -0.84
104 H 5.39 -1.64 -1.84
105 H 4.12 -5.52 -2.49
106 H 4.99 -6.61 -0.57
107 H 3.90 -5.46 0.15
108 H 5.63 -5.01 0.07
109 C 1.85 -2.15 -4.48
110 C 0.73 -3.12 -4.01
111 O 0.98 -4.19 -3.47
112 N -0.57 -2.72 -4.17
113 C -0.83 -1.35 -4.71
114 H 2.78 -2.54 -4.10
115 H 1.78 -1.10 -4.11
116 H 1.91 -2.05 -5.54
117 H -1.19 -3.14 -3.57
118 H -1.87 -1.30 -5.04
119 H -0.18 -1.14 -5.56
120 H -0.66 -0.66 -3.90
121 C -0.37 3.58 -2.58
122 C 0.29 3.45 -3.94
123 O 0.01 2.55 -4.71
124 N 1.21 4.43 -4.19
125 C 1.98 4.51 -5.36
126 H -1.27 4.17 -2.76
127 H 0.14 4.16 -1.84
128 H -0.79 2.66 -2.13
129 H 1.33 5.09 -3.45
130 H 3.04 4.13 -5.30
131 H 1.71 5.39 -5.91
132 H 1.59 3.76 -6.05
133 C 5.87 0.05 -3.68
134 C 4.83 0.94 -2.96
135 O 3.62 0.88 -3.22
136 N 5.34 1.84 -2.03
137 C 4.42 2.58 -1.22
138 H 6.67 -0.26 -3.06
139 H 6.38 0.79 -4.39
140 H 5.29 -0.76 -4.12
141 H 6.37 1.73 -1.79
142 H 4.25 3.52 -1.76
143 H 4.82 2.71 -0.20
144 H 3.40 2.11 -1.06
145 C 5.39 -1.29 3.60
146 C 4.25 -1.50 2.65
147 N 3.42 -1.60 1.87
148 H 5.33 -0.24 3.96
149 H 6.34 -1.43 3.13
150 H 5.33 -1.96 4.43
151 C -2.25 3.87 2.44
152 C -1.42 5.04 2.93
153 N -0.68 5.86 3.29
154 H -1.62 3.13 1.96
155 H -2.98 4.17 1.76
156 H -2.73 3.48 3.30
157 C 1.44 -0.18 -0.93
158 C 0.31 0.57 -0.31
159 N -0.55 1.18 0.17
160 H 1.01 -0.97 -1.54
161 H 2.19 -0.46 -0.21
162 H 1.95 0.49 -1.62